259
Properties=species:S:1:pos:R:3:forces:R:3 method="wB97M-V/def2-TZVPD" orbital_gap_ev=6.278 spin_multiplicity=1 e_lumo_ha=-0.31580 total_charge=+5
C -0.16632 -0.07327 -0.49049 -0.2 0.1 -0.1
C -0.15722 -1.28723 0.42573 2.2 -1.0 0.1
C -1.09968 -2.39366 -0.04282 -0.8 0.2 -0.5
O 1.17379 -1.73880 0.65254 -1.8 0.0 0.7
H 0.37980 0.74369 -0.01887 0.1 0.0 0.0
H -1.18050 0.26788 -0.69828 -0.3 0.2 0.1
H 0.29514 -0.27442 -1.45729 0.2 -0.2 -0.1
H -0.66863 -0.97305 1.33560 0.0 0.5 0.7
H -1.79374 -2.68804 0.74440 0.2 -0.2 0.3
H -0.64318 -3.29635 -0.44887 0.3 0.1 0.0
H -1.76918 -1.95951 -0.78537 -0.2 -0.2 -0.4
C -0.75925 -3.65403 4.35960 0.6 0.2 0.0
C 0.24721 -4.51476 3.55810 -0.9 -0.5 -1.2
C -0.45126 -5.25758 2.39709 -0.1 -0.1 0.6
O 0.51401 -6.13469 1.90657 0.1 -0.9 -0.7
C -0.03702 -7.19774 1.10560 -0.4 0.5 0.2
N 1.43066 -3.70503 2.96552 -1.8 -0.8 1.4
H 0.91268 -3.04818 2.39953 0.3 2.0 -1.1
H 1.95963 -3.29687 3.72295 0.2 0.5 -0.1
H 2.05671 -4.10353 2.28042 0.1 -1.0 -0.1
H -1.59635 -4.26286 4.70119 0.1 -0.3 -0.3
H -1.18980 -2.81747 3.80923 0.2 0.0 -0.3
H -0.34859 -3.25349 5.28644 0.3 0.0 -0.1
H 0.57001 -5.37328 4.14705 0.7 0.5 0.2
H -0.97846 -4.74721 1.59106 0.5 0.9 -0.1
H -1.29881 -5.73551 2.88835 0.0 -0.8 0.3
H -0.54759 -7.91756 1.74534 0.1 -0.2 0.2
H 0.71994 -7.69540 0.49942 0.1 0.2 0.4
H -0.79777 -6.79251 0.43840 0.0 0.1 -0.3
C -0.31511 3.01822 7.06115 -0.8 -0.1 -0.3
C -0.60742 3.75391 5.70425 0.4 -1.5 1.3
C 0.16487 3.09437 4.56078 0.3 -0.5 -1.2
O -0.41465 1.84761 4.07022 0.0 1.6 2.1
C 0.21187 1.27567 2.95163 0.0 -0.5 -1.1
N -2.10215 3.63911 5.34764 0.6 0.3 1.0
H -2.75530 3.94550 6.05448 0.1 0.6 0.8
H -2.33704 4.18719 4.53245 0.0 -0.2 -0.7
H -2.32875 2.65797 5.26950 0.1 -0.6 -0.9
H -1.06325 3.27241 7.81201 -0.3 -0.1 -0.1
H 0.61457 3.24748 7.58196 0.2 0.5 -0.7
H -0.28216 1.93757 6.92255 -0.3 0.0 -0.1
H -0.33826 4.79686 5.87128 -0.3 0.1 -0.6
H 1.18406 2.94057 4.91537 0.1 -0.2 0.1
H 0.26679 3.77117 3.71245 -0.2 0.2 -0.2
H 0.05614 1.88040 2.05824 -0.1 0.2 -0.1
H -0.27303 0.31545 2.77571 0.0 0.2 0.1
H 1.27945 1.05858 2.98710 0.2 0.3 0.7
C 2.16225 3.40480 -0.37142 -1.0 0.8 -0.5
C 2.99844 3.55419 0.88623 1.0 -2.0 -0.5
C 4.19853 4.46331 0.71393 0.7 1.6 1.4
C 5.28050 4.44769 1.92878 -0.2 -0.7 -1.6
P 6.41750 5.90605 2.15425 1.0 0.8 0.0
C 7.58025 6.25954 0.68972 -0.9 -1.7 -0.2
C 6.89295 6.57622 -0.66354 -0.2 0.1 1.0
C 7.87770 6.86957 -1.79474 0.6 0.5 0.6
C 8.64968 8.20727 -1.64224 -0.7 -0.2 -0.7
C 5.48581 7.40995 2.15868 -0.3 1.1 0.5
C 5.13375 7.92017 3.53986 -1.0 0.7 0.9
C 4.26154 7.02404 4.36898 -0.6 -1.2 1.0
C 2.71734 7.11646 4.16968 0.6 0.3 0.1
C 7.37917 5.78402 3.79314 -0.3 0.0 -1.7
C 8.53330 6.83438 4.06120 -0.4 -0.6 -0.4
C 8.97371 6.89613 5.52367 0.7 -0.9 -0.3
C 10.21762 7.72264 5.87301 -0.1 -0.1 0.2
H 2.67911 3.44624 -1.33019 0.6 -0.1 0.2
H 1.45180 4.22824 -0.44417 -0.3 0.2 0.0
H 1.57376 2.48758 -0.39310 0.1 0.0 0.2
H 3.37197 2.53843 1.01589 0.3 -0.2 0.5
H 2.37669 3.72564 1.76494 0.1 0.5 0.0
H 3.79330 5.47350 0.65552 0.1 0.3 -0.2
H 4.73095 4.29066 -0.22139 -0.2 -0.2 0.1
H 5.95834 3.62766 1.69178 0.2 -0.2 0.0
H 4.78925 4.09605 2.83604 0.1 0.6 0.3
H 8.09250 5.32139 0.47623 0.6 0.1 0.4
H 8.26710 7.06805 0.94003 0.0 -0.2 0.5
H 6.23662 7.42743 -0.48247 -0.1 0.2 -0.4
H 6.24958 5.74932 -0.96426 0.0 -0.1 0.1
H 7.24998 6.81485 -2.68418 0.4 0.4 -0.3
H 8.65361 6.11149 -1.90143 -0.3 -0.5 0.2
H 9.13337 8.37251 -0.67952 -0.2 -0.2 0.1
H 7.96018 9.02822 -1.83902 0.1 0.2 0.1
H 9.44141 8.25992 -2.38956 -0.1 0.0 0.0
H 4.60889 7.25129 1.53105 0.0 0.4 -0.2
H 6.16966 8.14924 1.74163 -0.3 0.1 -0.5
H 4.55720 8.84388 3.58933 0.3 0.5 -1.0
H 5.99566 8.15433 4.16465 0.4 -0.1 -0.5
H 4.57177 7.24751 5.38972 -0.6 -0.1 0.3
H 4.60147 5.99915 4.22018 -0.3 -0.3 0.0
H 2.14437 6.24448 4.48505 0.4 -0.5 -0.2
H 2.51822 7.32133 3.11779 -0.3 0.0 0.0
H 2.23678 7.88791 4.77137 0.4 0.5 -0.2
H 7.75989 4.79079 3.55509 0.6 -0.2 0.8
H 6.62003 5.67446 4.56761 0.1 0.1 0.1
H 8.30300 7.82816 3.67717 -0.2 0.0 -0.1
H 9.38509 6.45306 3.49805 0.1 0.3 -0.2
H 9.31320 5.88751 5.75934 -0.4 -0.3 0.2
H 8.17289 7.12079 6.22817 -0.2 0.2 -0.2
H 10.11554 8.79849 5.73079 -0.2 0.0 0.3
H 11.16334 7.43946 5.41092 -0.3 -0.3 -0.6
H 10.37830 7.42388 6.90889 0.1 0.8 0.3
C -0.62758 -6.84302 6.73500 -0.4 0.0 -0.1
C -1.24300 -7.91187 5.86933 -0.7 -0.1 -0.3
C -2.60920 -7.47845 5.26856 0.9 0.4 0.7
C -3.18747 -8.53502 4.37757 -1.5 0.4 -0.2
P -4.97737 -8.15832 3.91134 -0.5 -2.2 -1.1
C -5.58168 -9.60003 2.71454 1.1 1.1 0.9
C -4.89863 -9.64843 1.35086 -0.7 0.1 -0.3
C -5.28161 -10.92237 0.54556 1.0 -0.3 -0.5
C -4.57929 -10.98443 -0.83833 -0.6 1.6 0.5
C -6.04826 -8.39629 5.45745 0.9 0.8 -0.7
C -5.70286 -9.56385 6.42701 1.2 0.6 -1.5
C -5.85779 -9.16855 7.88366 0.2 -1.0 0.1
C -5.34218 -10.33591 8.77761 -0.8 0.5 0.0
C -5.07519 -6.38606 3.23321 0.0 -2.1 -0.2
C -4.90265 -6.09061 1.67757 -1.1 0.9 1.8
C -4.52339 -4.58928 1.64549 1.9 0.1 -0.4
C -4.32565 -3.97720 0.24017 -1.1 -0.9 -0.2
H 0.30195 -7.20468 7.17465 -0.1 0.3 0.1
H -1.32529 -6.50141 7.49960 0.2 0.0 0.2
H -0.44548 -6.01837 6.04587 0.3 0.4 0.3
H -1.39331 -8.85528 6.39417 0.2 0.0 0.1
H -0.51040 -8.06365 5.07662 -0.2 -0.5 -0.3
H -2.45768 -6.53637 4.74168 0.0 0.2 -0.2
H -3.32032 -7.26902 6.06767 0.1 0.1 0.3
H -3.31011 -9.42221 4.99883 0.4 -0.4 -0.5
H -2.55420 -8.66767 3.50036 -0.3 -0.5 -0.1
H -6.65013 -9.47609 2.53805 -0.1 0.1 0.4
H -5.41850 -10.52028 3.27545 0.0 0.0 0.3
H -3.82626 -9.45324 1.35518 0.2 -0.4 0.3
H -5.33265 -8.76115 0.88993 0.1 -0.1 -0.8
H -6.36583 -11.00248 0.46706 0.0 0.0 0.0
H -4.89284 -11.84791 0.97020 -0.4 0.1 1.0
H -3.50859 -11.09349 -0.66568 0.0 -0.4 -0.3
H -4.71308 -9.99365 -1.27256 0.1 0.1 -0.5
H -5.00887 -11.70028 -1.53912 0.3 -0.2 0.3
H -7.09292 -8.35718 5.14881 0.0 -0.3 -0.2
H -5.89910 -7.42156 5.92193 0.0 0.0 0.6
H -4.66440 -9.86071 6.28017 0.5 0.4 0.2
H -6.12233 -10.50010 6.05878 -1.0 0.1 0.6
H -6.89809 -8.88903 8.05016 0.0 -0.1 0.4
H -5.22051 -8.31729 8.12307 -0.2 0.3 -0.4
H -6.14143 -10.62587 9.45969 0.2 -0.2 0.1
H -4.48262 -10.02217 9.36992 0.0 -0.1 -0.1
H -5.06704 -11.19443 8.16496 0.0 -0.1 0.2
H -4.27979 -5.96663 3.84926 -0.1 0.5 -0.2
H -6.04876 -6.06550 3.60402 0.1 0.4 -0.1
H -5.89567 -6.20577 1.24313 0.0 -0.2 -0.2
H -4.23659 -6.77407 1.15093 0.3 0.3 0.2
H -3.55351 -4.53192 2.13959 0.4 -0.1 0.1
H -5.11687 -3.97440 2.32210 -0.6 -0.2 -0.3
H -3.83175 -4.70412 -0.40461 0.2 -0.1 0.0
H -3.78298 -3.04193 0.10270 -0.1 0.0 0.7
H -5.32089 -3.86473 -0.18990 0.0 0.2 -0.2
C 1.68272 7.80726 0.37987 -0.7 0.4 -0.6
C 1.45903 7.75058 -1.13889 0.8 0.6 -0.1
C 0.07160 7.33904 -1.58199 -0.1 0.0 0.6
C -0.03203 7.14742 -3.07626 -0.9 -0.2 -0.2
P -1.63872 6.44544 -3.74997 1.4 0.2 -1.1
C -3.05391 7.52624 -3.72645 -0.1 0.2 1.2
C -4.41589 7.04483 -3.17793 -1.2 0.0 0.8
C -5.43468 8.15729 -2.69666 0.5 0.8 0.2
C -5.26837 8.73037 -1.23847 1.4 -0.9 -1.7
C -1.94501 4.91368 -2.93874 -1.2 0.6 0.0
C -0.75538 4.00778 -2.99139 0.0 -1.0 -0.4
C -1.15864 2.58158 -2.69632 -1.0 -1.6 -0.9
C -2.03412 1.80115 -3.80693 0.4 2.2 0.2
C -1.21926 6.07597 -5.45696 -1.6 -0.3 -0.2
C -2.39266 5.29356 -6.23107 2.1 0.7 1.6
C -1.92365 5.08578 -7.62557 0.3 -1.2 -1.8
C -0.78600 4.07124 -7.85687 -0.7 -0.3 1.0
H 0.77298 8.18974 0.84265 -0.2 -0.4 0.2
H 2.39451 8.59484 0.62722 0.5 -0.4 0.0
H 1.94728 6.82180 0.76326 0.0 0.2 0.3
H 2.19115 7.08944 -1.60256 0.2 -0.1 0.0
H 1.66430 8.75005 -1.52232 0.0 0.0 -0.2
H -0.60349 8.12726 -1.24872 -0.4 -0.2 0.2
H -0.12640 6.40088 -1.06359 -0.5 -0.1 0.1
H 0.74062 6.43716 -3.37058 -0.1 -0.1 -0.3
H 0.17428 8.08177 -3.59830 -0.1 0.1 -0.2
H -3.07537 7.95127 -4.72994 -0.3 0.3 0.2
H -2.62693 8.22153 -3.00371 -0.5 1.0 -0.1
H -4.33654 6.40887 -2.29625 0.7 -0.2 0.2
H -4.92792 6.38531 -3.87861 0.1 0.2 -0.4
H -6.46587 7.80547 -2.72788 0.2 -0.4 -0.5
H -5.35150 8.99832 -3.38504 -0.2 0.0 -0.2
H -6.05681 9.44973 -1.01709 0.0 -0.4 0.3
H -4.30300 9.23373 -1.18557 0.0 0.3 0.1
H -5.15227 7.86291 -0.58877 -0.7 0.2 0.5
H -2.84044 4.49425 -3.39741 0.1 -0.2 -0.6
H -2.40453 5.19120 -1.99008 0.7 -0.3 0.7
H 0.04045 4.34752 -2.32856 0.0 -0.1 0.1
H -0.34453 3.94291 -3.99890 0.1 0.5 -0.2
H -1.85296 2.61398 -1.85669 0.7 -0.5 0.7
H -0.24819 1.99733 -2.56278 -0.2 -0.1 0.6
H -2.01461 0.71185 -3.77298 0.1 0.3 0.4
H -1.80739 2.12738 -4.82196 0.7 -0.2 -0.2
H -3.05136 2.18822 -3.74781 -0.3 -0.5 0.4
H -0.27412 5.54146 -5.36155 -0.1 -0.2 -0.6
H -1.08560 6.98002 -6.05104 0.4 0.3 0.4
H -3.32800 5.85325 -6.22973 0.1 0.2 0.2
H -2.54242 4.35019 -5.70598 -0.2 -0.2 -0.2
H -1.54372 5.96253 -8.15003 -0.7 0.6 0.3
H -2.80733 4.70423 -8.13707 0.1 0.2 -0.6
H -1.06852 3.13779 -7.37011 0.1 -0.3 0.0
H 0.12960 4.39871 -7.36437 0.2 0.1 -0.3
H -0.64036 3.85897 -8.91604 0.2 0.2 0.1
C 2.45935 0.36698 -6.68073 -1.0 -0.1 0.4
C 0.90632 0.39578 -6.51774 0.6 1.3 -0.6
C 0.26782 -0.94951 -6.37290 0.0 -0.7 0.1
C 0.83621 -1.74098 -5.17208 -0.7 -0.8 -0.9
P 0.00506 -3.39430 -4.98780 1.5 0.1 -0.1
C -1.77794 -3.10275 -5.05319 -0.6 0.4 0.5
C -2.31969 -2.27972 -3.84703 0.0 -0.6 1.0
C -3.66308 -1.61496 -3.83734 -0.6 1.3 -3.0
C -4.08279 -0.99735 -2.53763 0.0 -1.0 0.4
C 0.51631 -4.58962 -6.31680 -0.9 0.3 -0.4
C -0.24210 -4.46819 -7.67702 1.3 0.0 -1.5
C 0.61260 -5.06938 -8.87454 0.3 -0.2 0.9
C 1.02120 -6.49338 -8.56999 0.9 -0.7 0.4
C 0.60487 -3.94859 -3.34975 -0.4 -1.0 -0.3
C 2.11257 -3.99878 -3.12669 0.6 0.7 0.9
C 2.50892 -4.59318 -1.73530 0.4 -0.2 -0.3
C 2.17055 -6.07486 -1.49175 -0.8 0.5 -0.1
H 2.84406 1.26590 -7.16243 -0.2 -0.1 0.0
H 2.73262 -0.49814 -7.28487 0.2 0.0 0.0
H 2.90466 0.31312 -5.68730 0.3 -0.2 -0.1
H 0.50404 0.86341 -7.41640 -0.2 0.0 -0.1
H 0.64131 1.06833 -5.70194 0.0 0.0 0.2
H 0.40634 -1.43850 -7.33717 0.6 -0.6 0.1
H -0.82195 -0.95937 -6.35328 -0.1 0.7 0.5
H 0.68107 -1.26792 -4.20242 -0.3 0.3 0.0
H 1.91855 -1.83466 -5.26077 0.0 -0.4 -0.1
H -2.30334 -4.04897 -5.18250 0.0 -0.2 0.3
H -1.93409 -2.60818 -6.01189 -0.1 0.2 0.0
H -1.66294 -1.46561 -3.54044 0.7 -0.2 -0.1
H -2.47626 -2.90280 -2.96649 1.1 -0.7 0.1
H -4.46335 -2.16925 -4.32768 -0.1 -0.7 0.6
H -3.62984 -0.80408 -4.56498 0.3 0.5 -0.2
H -3.26207 -0.54603 -1.98009 0.1 0.5 -0.3
H -4.39411 -1.81428 -1.88662 -0.5 0.1 0.2
H -4.89769 -0.31147 -2.76916 0.1 0.0 0.6
H 0.32318 -5.62117 -6.02234 0.3 0.1 0.7
H 1.58850 -4.46505 -6.46848 0.1 0.1 0.1
H -0.44219 -3.42796 -7.93391 -0.4 0.0 0.1
H -1.13457 -5.09347 -7.70182 -0.3 0.4 0.4
H 1.55600 -4.55191 -9.04869 -0.2 0.6 0.1
H 0.09880 -5.07955 -9.83579 -0.5 0.4 0.3
H 1.44050 -6.98756 -9.44639 -0.6 -0.2 -0.2
H 0.26103 -7.08361 -8.05827 -0.3 -0.2 -0.5
H 1.88416 -6.57163 -7.90873 0.1 0.4 0.4
H 0.25130 -4.96891 -3.20124 -0.5 -0.1 0.0
H 0.13386 -3.32059 -2.59352 0.0 0.1 0.0
H 2.45331 -2.96379 -3.09884 0.2 0.1 -0.1
H 2.69082 -4.48267 -3.91382 -0.3 -0.2 -0.2
H 2.18671 -3.93857 -0.92552 -0.8 0.0 0.0
H 3.58787 -4.48737 -1.62239 0.2 -0.1 -0.4
H 2.25937 -6.31679 -0.43265 0.5 -0.1 -0.1
H 2.71467 -6.76653 -2.13489 0.3 0.1 0.2
H 1.12241 -6.29720 -1.69191 -0.3 0.2 -0.1